# 1
Below is C26H45BrN2O5PdSSi3 as an isolated structure, with properties calculated with ωB97M-V/def2-TZVPD.

Positions of all 84 atoms, in Å:
Pd1 -0.878 0.257 -0.976
C1 2.782 2.418 -0.772
O1 1.908 1.357 -0.524
Si1 2.159 -0.273 -0.889
C2 3.253 -0.866 0.559
C3 3.462 -0.266 -2.277
C4 0.682 -1.292 -1.206
Si2 -0.154 -1.798 0.363
C5 0.195 -0.787 1.952
C6 -1.948 -2.428 0.645
C7 0.686 -3.491 0.819
Si3 0.136 -1.245 -2.959
C8 -1.512 -2.049 -3.472
C9 0.222 0.361 -3.973
C10 1.323 -2.394 -3.968
H1 3.635 2.422 -0.074
H2 2.234 3.357 -0.656
H3 3.183 2.398 -1.792
H4 4.235 -0.384 0.468
H5 3.409 -1.947 0.523
H6 2.840 -0.612 1.536
H7 4.324 0.326 -1.952
H8 3.122 0.126 -3.235
H9 3.808 -1.291 -2.437
H10 -0.761 -0.515 2.413
H11 0.730 0.144 1.762
H12 0.768 -1.371 2.683
H13 -2.699 -1.639 0.604
H14 -1.946 -2.849 1.658
H15 -2.230 -3.233 -0.043
H16 1.771 -3.377 0.897
H17 0.493 -4.211 0.015
H18 0.320 -3.920 1.762
H19 -2.361 -1.381 -3.329
H20 -1.703 -2.997 -2.957
H21 -1.433 -2.264 -4.544
H22 -0.324 1.188 -3.513
H23 -0.206 0.160 -4.964
H24 1.252 0.692 -4.125
H25 1.407 -3.354 -3.448
H26 2.331 -1.983 -4.059
H27 0.949 -2.583 -4.981
C11 -5.618 -3.122 -0.827
C12 -5.473 -1.639 -1.020
C13 -6.516 -0.746 -0.823
C14 -6.302 0.613 -0.988
C15 -5.024 1.020 -1.346
Br1 -4.698 2.876 -1.589
N1 -4.014 0.201 -1.533
C16 -4.242 -1.100 -1.379
H28 -6.666 -3.407 -0.723
H29 -5.082 -3.445 0.068
H30 -5.195 -3.669 -1.671
H31 -7.498 -1.110 -0.538
H32 -7.088 1.340 -0.843
H33 -3.383 -1.739 -1.533
C17 4.973 -0.406 2.761
C18 3.804 0.497 3.044
C19 3.775 1.803 2.575
C20 2.678 2.622 2.810
C21 1.605 2.124 3.525
C22 1.611 0.820 4.002
C23 2.709 0.017 3.763
S1 0.169 3.122 3.779
O2 0.536 4.475 3.445
O3 -0.369 2.874 5.097
N2 -0.854 2.420 2.735
C24 -0.601 2.477 1.278
C25 -1.118 3.717 0.578
C26 -0.990 3.600 -0.962
O4 -0.580 4.608 -1.564
O5 -1.315 2.489 -1.457
H34 5.716 0.094 2.141
H35 4.640 -1.301 2.231
H36 5.457 -0.723 3.688
H37 4.606 2.179 1.990
H38 2.639 3.632 2.425
H39 0.743 0.438 4.523
H40 2.704 -1.012 4.104
H41 -1.815 2.586 3.009
H42 -1.066 1.586 0.847
H43 0.470 2.339 1.123
H44 -0.606 4.618 0.915
H45 -2.187 3.827 0.807

Its HOMO energy is -0.5 eV. The largest force on an atom comes out at 0.9 eV/Å. Its calculated total energy is -148903.94036 eV. Its charge is -2.

---

# 2
Below is a 6-piece molecular cluster, C8H28ClNO8 overall at a distorted geometry, with properties calculated with ωB97M-V/def2-TZVPD.

Positions of all 46 atoms, in Å:
N1 0.913 -2.352 -3.449
H1 1.349 -2.035 -2.550
H2 0.791 -3.370 -3.391
H3 1.549 -2.197 -4.229
H4 -0.038 -1.981 -3.527
Cl1 0.977 -0.551 -1.110
C1 2.851 -1.549 2.276
C2 3.328 -2.510 3.330
O1 2.596 -3.736 3.300
O2 3.240 -2.066 1.003
H5 3.196 -0.530 2.496
H6 1.760 -1.430 2.308
H7 3.124 -2.126 4.331
H8 4.406 -2.652 3.202
H9 2.469 -3.944 2.368
H10 2.520 -1.864 0.396
C3 -3.135 -0.094 1.248
C4 -1.715 -0.562 1.456
O3 -1.445 -1.704 0.648
O4 -4.028 -1.179 1.460
H11 -3.235 0.277 0.222
H12 -3.339 0.710 1.965
H13 -1.539 -0.830 2.501
H14 -1.045 0.257 1.177
H15 -0.676 -1.480 0.108
H16 -4.906 -0.808 1.573
C5 1.553 2.948 0.574
C6 1.438 3.946 1.709
O5 2.444 3.742 2.685
O6 1.626 1.654 1.141
H17 2.445 3.174 -0.019
H18 0.629 3.053 -0.012
H19 0.464 3.784 2.199
H20 1.394 4.965 1.330
H21 2.345 2.822 2.953
H22 1.677 1.012 0.418
C7 -2.126 0.817 -2.687
C8 -3.206 1.493 -3.500
O7 -3.731 0.689 -4.554
O8 -1.098 0.289 -3.508
H23 -2.585 0.010 -2.096
H24 -1.729 1.541 -1.965
H25 -2.860 2.443 -3.910
H26 -4.014 1.767 -2.808
H27 -4.292 0.032 -4.133
H28 -0.343 0.126 -2.931

Its HOMO energy is -9.7 eV. The largest force on an atom comes out at 1.8 eV/Å. Its calculated total energy is -39141.15576 eV. For the energy relative to the best compared isomer or geometry (same formula, charge and spin), the calculation gives 0.0 kJ/mol.

---

# 3
Below is C30H15ClN4O4S7W as an isolated structure at a distorted geometry, with properties calculated with ωB97M-V/def2-TZVPD.

Positions of all 62 atoms, in Å:
W1 0.106 -0.556 -1.677
Cl1 4.926 -3.170 -6.627
C1 3.747 -2.364 -5.635
C2 3.076 -1.247 -6.139
C3 2.144 -0.589 -5.368
C4 1.878 -1.048 -4.082
O1 0.966 -0.423 -3.337
C5 2.542 -2.161 -3.570
C6 2.316 -2.655 -2.231
N1 1.502 -2.146 -1.371
C7 1.472 -2.694 -0.044
C8 2.436 -3.469 0.534
C9 2.260 -3.977 1.842
C10 1.131 -3.708 2.555
C11 0.135 -2.866 2.002
C12 -1.063 -2.516 2.670
C13 -1.960 -1.690 2.064
C14 -1.657 -1.161 0.797
N2 -0.536 -1.448 0.171
C15 0.341 -2.334 0.726
C16 3.487 -2.822 -4.370
H1 3.296 -0.904 -7.141
H2 1.618 0.281 -5.734
H3 2.885 -3.536 -1.946
H4 3.353 -3.697 0.009
H5 3.040 -4.592 2.271
H6 0.988 -4.116 3.548
H7 -1.257 -2.917 3.658
H8 -2.891 -1.411 2.536
H9 -2.321 -0.470 0.296
H10 4.015 -3.686 -3.985
S1 0.178 1.609 0.767
C17 1.259 2.257 -0.440
S2 2.175 0.861 -0.902
C18 1.406 3.515 -0.914
C19 2.273 3.726 -2.045
N3 2.951 3.891 -2.959
C20 0.746 4.676 -0.377
N4 0.263 5.622 0.062
O2 -5.890 0.106 -5.123
C21 -4.869 -0.015 -4.509
S3 -4.000 -1.559 -4.329
C22 -2.703 -0.932 -3.348
C23 -2.718 0.377 -3.068
S4 -1.518 1.128 -2.035
S5 -4.032 1.333 -3.705
S6 -1.530 -2.021 -2.650
O3 -1.369 2.691 7.928
C24 -2.199 3.318 7.061
O4 -3.121 3.955 7.481
C25 -1.914 3.159 5.598
C26 -2.895 3.585 4.708
C27 -2.707 3.469 3.345
C28 -1.524 2.922 2.841
S7 -1.474 2.812 1.066
C29 -0.531 2.513 3.721
C30 -0.733 2.635 5.089
H11 -0.702 2.190 7.450
H12 -3.806 4.010 5.107
H13 -3.480 3.804 2.663
H14 0.406 2.117 3.356
H15 0.082 2.337 5.739

Its HOMO energy is -7.8 eV. The largest force on an atom comes out at 1.9 eV/Å. Its calculated total energy is -135700.88303 eV. For the energy relative to the best compared isomer or geometry (same formula, charge and spin), the calculation gives 91.1 kJ/mol.

---

Question: Among the records above, which one has the highest calculated total energy?
Answer: C8H28ClNO8